(1)
ORCA calculation (wB97M-V/def2-TZVPD) on C33H51N6O8P2RuS2 as an isolated structure.

Positions of all 103 atoms, in Å:
Ru -0.5915 0.8526 0.7978
C -5.0091 0.2441 2.3134
C -3.5780 0.1907 1.8905
N -2.8977 1.1597 1.4039
N -3.4564 2.3937 1.2983
C -2.8109 3.3907 0.6488
N -3.4460 4.5624 0.5991
S -1.3112 3.1838 -0.0772
C -2.8438 -1.0882 2.0503
C -3.4597 -2.2264 2.5511
C -2.7155 -3.3919 2.6806
C -1.3866 -3.3834 2.3055
C -0.8393 -2.2039 1.8175
N -1.5491 -1.0873 1.6995
H -5.5219 1.1679 2.0574
H -5.0926 0.1038 3.3927
H -5.5598 -0.5627 1.8304
H -4.3779 2.5465 1.6795
H -4.3540 4.7165 1.0075
H -2.9911 5.3443 0.1583
H -4.4978 -2.2184 2.8449
H -3.1772 -4.2878 3.0723
H -0.7651 -4.2633 2.3905
H 0.1996 -2.1374 1.5186
C 0.1985 -4.3211 -1.6477
C -1.1196 -3.8381 -2.2091
C -1.1698 -3.8202 -3.7160
O -1.4445 -2.5234 -1.6309
P -1.0176 -1.0685 -2.0085
O -1.5826 -0.1633 -0.9510
C 0.7704 -0.9871 -2.1194
P 1.4737 0.6669 -1.9642
O 0.7534 1.3819 -0.8650
O 1.3318 1.3980 -3.3406
C 0.2381 2.3491 -3.6246
C 0.6990 3.7330 -3.2318
C -0.0710 2.2015 -5.0951
O 2.9753 0.4947 -1.6760
C 4.1571 0.4007 -2.5504
C 4.5477 1.7897 -2.9979
C 3.9183 -0.5705 -3.6838
O -1.4992 -0.6987 -3.4520
C -2.9215 -0.4950 -3.8030
C -3.0416 -0.7688 -5.2840
C -3.3365 0.9155 -3.4400
H 0.3301 -5.3739 -1.8984
H 0.2173 -4.2277 -0.5630
H 1.0464 -3.7789 -2.0671
H -1.9329 -4.4538 -1.8238
H -0.3924 -3.1899 -4.1521
H -2.1413 -3.4867 -4.0735
H -1.0104 -4.8368 -4.0772
H 1.1056 -1.4664 -3.0436
H 1.1776 -1.5473 -1.2739
H -0.6138 2.0406 -3.0131
H 1.5736 4.0225 -3.8145
H 0.9484 3.7735 -2.1719
H -0.0934 4.4563 -3.4260
H 0.8041 2.4503 -5.6953
H -0.8763 2.8813 -5.3764
H -0.3747 1.1813 -5.3243
H 4.8965 -0.0041 -1.8600
H 3.8019 2.1987 -3.6792
H 5.5023 1.7499 -3.5226
H 4.6559 2.4509 -2.1402
H 3.1393 -0.2145 -4.3592
H 3.6650 -1.5636 -3.3116
H 4.8373 -0.6644 -4.2630
H -3.4890 -1.2306 -3.2248
H -2.4096 -0.0805 -5.8444
H -4.0723 -0.6123 -5.6013
H -2.7571 -1.7873 -5.5357
H -2.7891 1.6352 -4.0498
H -3.1556 1.1259 -2.3881
H -4.3989 1.0422 -3.6503
C 3.8727 -2.5670 6.9975
C 3.4895 -1.9228 5.6993
C 2.1589 -1.8887 5.2792
C 1.8053 -1.2790 4.0890
C 2.7890 -0.6933 3.3024
C 4.1165 -0.7059 3.7026
C 4.4571 -1.3251 4.8937
S 2.3496 0.0886 1.7865
O 3.4493 0.9020 1.3667
O 1.8307 -0.8968 0.8391
N 1.0125 0.9388 2.1075
C 0.8207 1.9107 3.0755
C 1.7669 2.4304 3.9564
C 1.3291 3.3913 4.8510
C 0.0025 3.8073 4.8368
C -0.8519 3.2445 3.9069
N -0.4536 2.3114 3.0460
H 3.0526 -3.1509 7.4106
H 4.1501 -1.8080 7.7304
H 4.7319 -3.2248 6.8687
H 1.3972 -2.3437 5.8997
H 0.7668 -1.2426 3.7831
H 4.8671 -0.2314 3.0851
H 5.4941 -1.3417 5.2037
H 2.7963 2.1059 3.9329
H 2.0269 3.8216 5.5567
H -0.3571 4.5546 5.5283
H -1.8924 3.5430 3.8488

Output
Total charge: +2
Total energy: -103192.2559 eV
Orbital gap (alpha / beta): 7.48 / 6.92 eV
Highest occupied orbital energy (alpha / beta): -0.4782 / -0.4800 hartree
Multiplicity: 6

=====

(2)
ORCA calculation (wB97M-V/def2-TZVPD) on a 9-piece molecular cluster, C33H52N3O14 overall.

Positions of all 102 atoms, in Å:
C 2.7462 4.3138 0.8147
C 2.0397 4.7358 -0.4098
O 1.4684 5.9039 -0.6555
N 2.2621 3.6705 -1.4928
H 3.3221 3.2036 -1.6850
H 1.6459 2.9641 -1.2135
C 2.0855 4.1764 -2.8933
H 3.7935 3.9102 0.5920
H 1.8935 3.7358 1.4560
H 2.4016 5.2095 1.4275
H 3.1046 4.7835 -3.1970
H 1.2030 4.6988 -3.2325
H 2.0109 3.3997 -3.5968
C 3.7729 -2.4269 -1.8411
C 3.1592 -3.2358 -0.7293
O 3.0483 -4.4950 -0.7922
N 2.8647 -2.4813 0.6508
H 3.7019 -2.1805 0.9226
H 2.5193 -1.4214 0.5918
C 1.8727 -3.2433 1.4949
H 4.0486 -2.9290 -2.7833
H 4.7496 -1.8479 -1.5406
H 3.0164 -1.7155 -2.0964
H 2.2464 -4.2138 1.5885
H 0.7734 -3.1369 1.0793
H 1.8916 -2.8567 2.5578
N 0.4544 0.4265 -0.4776
O 0.5965 1.7309 -0.3606
O 1.3262 -0.2620 -0.8648
O -0.7455 0.1130 -0.5263
C -1.5554 -1.0515 -4.5502
C -0.0315 -0.6365 -4.6971
C 0.2828 -0.4459 -6.1343
O 0.1599 0.5552 -3.9444
H -2.3811 -0.2379 -4.6048
H -1.9484 -1.1555 -3.6210
H -1.7394 -1.8908 -5.0841
H 0.5874 -1.3605 -4.0442
H 1.3607 -0.1913 -6.2005
H -0.2721 0.3317 -6.7764
H 0.3694 -1.5640 -6.7683
H -0.3877 0.6538 -3.1743
C 1.4765 -0.3659 4.4376
C 2.3322 0.4594 3.3886
C 3.7728 0.3905 3.8467
O 2.0774 0.0215 2.0585
H 1.8257 -1.5002 4.4541
H 0.5332 -0.6914 3.7898
H 1.5265 0.2464 5.4492
H 2.1287 1.5105 3.5003
H 4.0297 0.5317 4.9229
H 4.5479 0.9983 3.3825
H 4.3426 -0.5666 3.5509
H 2.2170 0.8035 1.3857
C -3.9072 3.4079 -0.3801
C -3.0081 2.2664 -0.7399
C -3.5823 1.1656 -1.5825
O -1.8600 2.6050 -1.5075
H -3.3940 4.2962 -0.1786
H -4.3099 3.1005 0.6602
H -4.6350 3.6585 -1.1491
H -2.4339 2.0781 0.1636
H -3.0233 0.4415 -1.7324
H -4.1025 1.3173 -2.6818
H -4.3588 0.5381 -1.0519
H -1.0405 2.0011 -1.3505
C -1.7939 -1.5728 1.9322
C -3.2071 -0.8402 1.6930
C -4.3905 -1.1741 2.5750
O -5.5741 -0.7288 2.3157
C -4.2169 -1.9481 3.7911
C -2.8087 -2.4913 4.0339
C -1.7206 -2.4302 3.1258
O -0.7415 -3.2671 3.1801
H -0.9995 -1.5258 1.3514
H -3.3226 -0.1726 0.8358
H -5.2576 -2.1951 4.1079
H -2.7546 -3.1772 4.8509
C -1.3632 2.9353 5.7317
C -0.7437 4.1454 5.1381
C -0.3762 4.1631 3.6626
O 0.3189 5.0952 3.1239
C -0.6719 2.9998 2.9260
C -1.3504 1.8434 3.5624
C -1.6757 1.7818 4.9881
O -2.4067 0.8676 5.4448
H -1.2756 2.9751 6.8347
H -0.3978 4.7366 5.7871
H -0.4153 3.1097 1.9302
H -1.3602 0.9827 3.0884
C 0.2076 -5.5135 -4.4424
C -1.3050 -5.8015 -4.3353
C -2.0271 -4.8035 -3.2888
O -3.2024 -4.7726 -3.2789
C -1.2119 -3.8688 -2.4586
C 0.1131 -3.6823 -2.7387
C 0.9117 -4.4970 -3.6053
O 2.0984 -4.4409 -3.6425
H 0.6780 -6.1850 -5.2309
H -1.7361 -6.5704 -4.9726
H -1.6288 -3.3199 -1.7760
H 0.7350 -2.9084 -2.0648

Output
Total charge: +1
Total energy: -68167.9010 eV
Orbital gap: 6.71 eV
Highest occupied orbital energy: -0.4181 hartree
Relative energy (zero: lowest compared OMol25 entry of this formula, charge and spin): 0.0 kJ/mol

=====

(3)
ORCA calculation (wB97M-V/def2-TZVPD) on a 11-piece molecular cluster, C33H52O33 overall.

Positions of all 118 atoms, in Å:
C -1.6364 0.8777 6.2430
O -0.4629 1.6857 5.7992
C 0.5324 2.0803 6.6870
O 0.6128 1.9230 7.8993
O 1.4923 2.6043 5.8335
C 2.6235 3.1256 6.4108
H -1.2113 0.0487 6.8087
H -2.0141 0.3868 5.3460
H -2.5333 1.2951 6.7007
H 3.3432 3.0625 5.5946
H 3.0467 2.5119 7.2060
H 2.4567 4.1321 6.7946
C -2.8033 -4.6874 0.0764
O -3.7745 -5.0416 1.0703
C -3.6364 -4.6075 2.2769
O -2.7179 -3.8951 2.7527
O -4.6953 -5.0553 2.8832
C -4.9963 -4.5548 4.2004
H -3.1982 -3.8474 -0.4950
H -2.6350 -5.5134 -0.6145
H -1.8360 -4.4664 0.5276
H -5.6946 -3.7191 4.2469
H -4.1991 -4.1446 4.8203
H -5.4468 -5.3801 4.7519
C -0.0753 -9.2557 -4.8979
O 0.7568 -8.1703 -5.3745
C 1.0622 -7.1689 -4.6791
O 0.9390 -7.1235 -3.4518
O 1.5162 -6.1908 -5.4762
C 2.0784 -5.0118 -4.8527
H 0.1220 -9.5598 -3.8699
H 0.0420 -10.0874 -5.5926
H -1.0933 -8.8700 -4.9529
H 2.1603 -5.0587 -3.7668
H 1.5985 -4.0573 -5.0690
H 3.0795 -5.0001 -5.2836
C 8.9672 -0.9008 2.0149
O 8.5643 0.2474 1.2855
C 7.3208 0.6372 1.2006
O 6.3371 0.0810 1.7423
O 7.2988 1.5757 0.2465
C 6.1105 2.0810 -0.2707
H 9.7231 -1.3842 1.3960
H 8.1360 -1.6055 1.9895
H 9.3607 -0.7193 3.0151
H 6.3648 2.4316 -1.2709
H 5.6386 2.7843 0.4153
H 5.3703 1.3092 -0.4823
O -2.4763 -3.5611 -8.7932
C -2.1838 -2.4468 -8.4471
O -2.0496 -1.9922 -7.1221
C -1.2564 -0.7828 -6.9899
C -1.2143 -0.4103 -8.4606
O -1.8196 -1.3863 -9.2665
H -1.7516 0.0684 -6.5226
H -0.2495 -0.8615 -6.5801
H -0.1353 -0.4105 -8.6150
H -1.7234 0.5497 -8.5457
O -8.1991 -1.6232 -0.4422
C -7.4181 -0.7918 0.0465
O -6.3284 -0.2296 -0.6051
C -5.7898 0.7918 0.2514
C -6.2391 0.3782 1.5816
O -7.4058 -0.3505 1.3248
H -4.7000 0.7850 0.2714
H -6.1818 1.7585 -0.0645
H -6.5068 1.3114 2.0771
H -5.5415 -0.2382 2.1486
O 4.3927 -4.9373 4.1644
C 3.9628 -5.4110 3.1692
O 4.1560 -4.9243 1.9418
C 3.8514 -5.8445 0.9633
C 2.8322 -6.6290 1.7184
O 3.1239 -6.4506 3.0966
H 3.4765 -5.3005 0.0964
H 4.7742 -6.4018 0.8022
H 2.7195 -7.7018 1.5619
H 1.7957 -6.3073 1.6164
O 3.3287 7.8192 -0.5897
C 2.3426 7.3179 -0.0940
O 1.1699 7.7522 -0.1886
C 0.3036 7.0922 0.6786
C 1.0831 5.8203 0.9544
O 2.3711 6.3419 0.6970
H 0.0183 7.5110 1.6436
H -0.6201 6.7620 0.2034
H 0.8458 5.0011 0.2757
H 1.0557 5.5225 2.0026
O -0.8475 0.3135 -1.7180
C -0.1447 -0.0270 -0.8394
O 0.0832 0.6551 0.2759
C 0.9223 0.0787 1.1977
C 1.3916 -1.1542 0.3141
O 0.6981 -1.0222 -0.9048
H 1.7469 0.6597 1.6107
H 0.4169 -0.3500 2.0632
H 1.0782 -2.0311 0.8806
H 2.4805 -1.1321 0.2702
O -3.4151 4.3673 2.7961
C -3.9879 5.2361 3.3865
O -5.3700 5.3489 3.5402
C -5.7487 6.5391 4.1148
C -4.4411 7.3026 4.2464
O -3.4851 6.3396 3.9371
H -6.4024 7.1147 3.4594
H -6.2728 6.2980 5.0396
H -4.3972 7.6478 5.2794
H -4.4161 8.2250 3.6663
O 3.2585 6.6976 -5.5421
C 2.2692 6.0374 -5.3489
O 1.2358 6.1619 -6.1594
C 0.2976 5.1239 -5.8291
C 0.7677 4.6206 -4.4705
O 1.9752 5.2759 -4.2804
H -0.7138 5.5301 -5.8259
H 0.3585 4.2966 -6.5362
H 0.9289 3.5483 -4.5804
H -0.0747 4.9033 -3.8390

Output
Total energy: -102625.6841 eV
Orbital gap: 10.30 eV
Structure (SMILES): COC(=O)OC.COC(=O)OC.COC(=O)OC.COC(=O)OC.O=C1OCCO1.O=C1OCCO1.O=C1OCCO1.O=C1OCCO1.O=C1OCCO1.O=C1OCCO1.O=C1OCCO1
Highest occupied orbital energy: -0.3855 hartree
Relative energy (zero: lowest compared OMol25 entry of this formula, charge and spin): 631.6 kJ/mol

=====

Looking at molar mass for the records above, in order, we have 887.0 714.8 976.7 g mol⁻¹.